Density functional theory data (wB97M-V/def2-TZVPD) for C24H30N2O4 in the gas phase.

The calculation puts the HOMO-LUMO gap at 8.95 eV. As for the charge: 0. As for the LUMO energy: 0.61 eV. The value obtained for the HOMO energy is -8.34 eV. As for the SMILES: CCOC(=O)[C@@]1(Cc2cccc(OC)c2)CCCN(C(=O)CCc2cccnc2)C1. For the relative energy (zero: lowest compared OMol25 entry of this formula, charge and spin), the calculation gives 27.7 kcal/mol.

Structure (XYZ):
```
60
Properties=species:S:1:pos:R:3:forces:R:3
H 5.1421 2.9795 -2.1838 -0.004 0.057 -0.067
C 5.4332 2.2000 -1.4963 0.020 -0.045 0.064
H 3.8035 2.5150 -0.1287 -0.065 0.027 0.032
N 6.9576 0.4590 -0.9326 0.423 -0.269 -0.126
H 3.7074 1.4254 2.0448 0.088 -0.047 0.075
C -1.2504 -0.4803 1.4247 -0.051 0.046 -0.163
O 1.9363 0.9228 0.4325 0.035 0.453 0.061
H -3.8733 -0.0006 1.3725 -0.080 -0.070 0.004
H 0.2370 0.1272 -0.7732 0.018 -0.195 -0.068
C 5.1029 0.9355 0.5075 0.046 0.155 -0.043
H -1.2756 3.9624 0.0379 0.045 0.093 -0.024
H 0.3065 -1.4808 -1.5286 0.002 0.044 0.017
N 1.4267 -1.2508 0.2076 -0.258 -0.058 -0.224
H -2.9713 1.0984 -2.8316 -0.035 -0.096 0.084
C 3.4259 -0.6328 1.4879 0.057 0.384 0.100
O -3.2923 -1.7821 -0.5670 -0.156 -0.079 0.014
C 0.2457 -0.9443 -0.5748 -0.190 0.394 -0.147
C -1.9275 0.8178 1.0762 0.146 0.279 0.269
H 7.1665 1.5801 -2.6217 -0.017 0.089 -0.094
H -3.5452 -1.8814 -3.2749 -0.038 -0.068 -0.019
H -4.0884 0.0853 -1.8721 0.140 0.090 -0.058
C -1.1927 1.9347 0.7110 0.071 -0.070 0.090
H 3.9979 -1.3994 0.9621 -0.055 -0.085 0.096
H -3.7506 4.0328 -0.0231 -0.064 0.119 -0.029
C -3.1810 0.0852 -2.4839 -0.482 -0.001 -0.264
C -3.2259 3.1435 0.2884 -0.215 -0.044 -0.008
C -3.3275 -0.8836 -3.6479 0.164 0.123 0.369
H -1.8700 -1.0331 2.1336 0.047 -0.025 0.033
H 1.6048 -3.2068 -0.4471 0.063 -0.007 0.060
H -0.1142 1.9033 0.7259 0.120 -0.046 0.002
H 2.4812 -2.8545 1.0507 -0.004 0.032 -0.098
C -3.9739 2.0276 0.6655 0.085 0.083 -0.058
H -1.8042 -3.1467 1.1154 -0.025 -0.003 -0.073
C -6.1322 1.0603 0.9370 -0.133 -0.195 0.057
H 0.4451 -4.2093 1.4958 0.004 -0.015 0.058
H -6.0137 0.7932 1.9923 0.008 -0.007 -0.043
C 6.2483 0.2272 0.1571 -0.221 0.061 0.182
C -0.9281 -2.8514 0.5371 -0.019 0.104 0.172
H -2.4090 -0.9140 -4.2290 0.055 -0.003 -0.103
C 4.3291 0.5813 1.7438 -0.131 -0.182 -0.077
C -2.2616 -1.1772 -0.7186 0.261 -0.294 0.066
O -5.3301 2.1629 0.5904 0.290 0.247 -0.062
H 3.0829 -1.0418 2.4421 -0.007 -0.132 -0.037
C -1.8486 3.0929 0.3232 -0.098 -0.004 -0.035
H 0.3346 -2.6266 2.2725 0.057 -0.015 0.092
C 6.5562 1.4254 -1.7412 -0.093 0.212 -0.196
C -3.3177 0.8744 1.0723 -0.316 0.026 0.067
O -2.0674 -0.2543 -1.6555 0.286 0.057 -0.131
C 2.2048 -0.2419 0.6648 0.245 -0.411 0.108
C 1.5627 -2.6578 0.5025 0.070 -0.305 0.379
C 0.3543 -3.1384 1.3093 0.050 -0.010 -0.302
H -0.9316 -3.4404 -0.3841 -0.027 -0.055 -0.026
H 5.0221 0.3420 2.5533 -0.048 0.025 0.007
H -0.2827 -0.2784 1.8848 -0.012 -0.058 0.070
H -5.9096 0.1856 0.3168 0.012 0.024 0.031
C 4.6949 1.9485 -0.3516 0.124 -0.034 -0.055
H 6.6204 -0.5704 0.7903 -0.040 -0.064 0.152
H -4.1428 -0.5618 -4.2892 -0.089 0.027 -0.101
H -7.1593 1.3757 0.7598 0.052 -0.065 0.035
C -1.0318 -1.3640 0.1670 -0.110 -0.192 -0.114
```
Forces are in eV/Å.

Density functional theory data (wB97M-V/def2-TZVPD) for a molecular structure, C24H30N2OsP2S.

The calculation puts the HOMO-LUMO gap (spin up / spin down) at 3.82 / 4.43 eV. As for the charge: +2. As for the LUMO energy (spin up / spin down): -7.33 / -9.32 eV. As for the spin multiplicity: 5. The value obtained for the HOMO energy (spin up / spin down) is -11.15 / -13.74 eV. For the relative energy (zero: lowest compared OMol25 entry of this formula, charge and spin), the calculation gives 11.6 kcal/mol. The expectation value of S² is 6.071.

Structure (XYZ):
```
60
Properties=species:S:1:pos:R:3:forces:R:3
C 1.7406 2.2353 1.9896 0.084 1.083 -0.098
C 2.9341 -3.2261 3.4582 -0.745 -0.421 -0.323
C -0.8723 0.5685 -2.8163 -0.436 0.694 -0.788
H 2.3848 2.4665 1.1346 -0.077 0.063 0.121
C -0.9769 2.3484 2.9097 -0.090 0.310 -0.241
C 0.3717 -3.7213 2.4738 -0.189 -0.774 0.184
C 1.2964 -4.7377 2.5580 -0.944 -0.026 -0.205
C 0.4330 -0.8915 -4.1935 -0.147 -0.266 0.304
C 0.3522 -0.1495 -3.0224 0.250 0.860 0.527
C -2.0051 -0.8749 -4.4015 -0.339 0.187 0.012
H -2.0349 2.2590 2.6328 0.103 0.100 0.190
H 1.6864 3.0940 2.6659 0.285 0.094 -0.105
H 3.4362 0.3921 0.4510 -0.101 -0.317 -0.041
N -0.8481 1.7775 -2.2281 0.992 -1.786 2.818
H 0.3967 3.1762 -0.5015 -0.173 -0.004 0.111
H -5.3342 2.3284 -1.8131 0.256 0.308 -0.059
C 1.4852 0.0374 -2.0138 -0.024 0.320 -0.529
Os 0.4175 -0.3609 1.8246 -0.464 -1.435 -1.950
H 2.1462 -2.7429 -1.4567 -0.260 0.093 0.174
C 3.1118 -0.6508 0.3325 0.417 -0.059 -0.982
H -0.6551 -1.8526 -5.7795 -0.196 0.088 0.380
H -0.6616 -3.8747 2.1482 0.480 -0.112 0.045
C -2.1150 0.1276 -3.3982 1.273 -0.501 0.288
C -1.9214 2.1803 -1.5281 -0.497 0.610 -0.962
H 3.3130 -5.3017 3.1408 -0.095 0.142 -0.062
H 2.3932 -0.3981 -2.4802 -0.297 0.217 0.533
H -1.0900 -0.1925 1.4691 -1.913 0.250 -0.545
H -0.3681 4.1054 0.8279 0.227 -0.318 -0.027
H 1.6478 1.1182 -1.8586 -0.054 -0.288 -0.049
P 0.0207 1.8177 1.4699 0.547 1.690 2.095
H 3.7482 -1.1488 -0.4100 0.235 0.169 0.194
H -4.2162 0.5391 -3.4200 -0.079 -0.172 0.142
C -0.4045 3.1679 0.2523 -0.548 0.313 -0.815
H -2.6033 4.9320 0.3285 -0.252 -0.401 0.000
C -4.0655 3.7564 -0.7933 -0.172 0.233 0.057
C -1.7534 3.1259 -0.4631 0.875 0.034 -0.507
N 1.9936 -2.2428 3.4281 0.486 -0.533 0.992
H 2.1779 1.3859 2.5377 -0.226 0.362 -0.200
P 1.3621 -0.7589 -0.2597 1.895 -1.062 -0.682
C -4.3164 2.6130 -1.5392 -0.057 -0.385 -0.403
H 2.2352 -1.3468 3.8662 -0.392 -0.467 -0.357
S -0.5792 -1.3452 3.5644 -0.002 -0.513 1.299
H -4.8679 4.4726 -0.5967 0.182 -0.412 -0.019
H 1.2653 -3.1795 0.0480 0.026 0.212 -0.235
H 0.3593 -2.6527 -1.3924 0.155 -0.053 0.127
C 2.5843 -4.5027 3.0639 1.045 0.660 0.261
H -2.9152 -1.3028 -4.8203 0.247 0.195 -0.161
H 1.4211 -1.1926 -4.5715 -0.580 -0.164 0.258
C 1.2825 -2.5042 -0.8176 -0.145 0.027 0.031
H -0.7804 1.6886 3.7669 -0.006 0.304 -0.342
H -0.7333 3.3899 3.1546 -0.240 -0.160 0.095
H 3.9225 -2.9197 3.7842 -0.153 -0.200 0.084
C -0.7508 -1.2480 -4.8746 0.107 -0.064 -0.113
H -0.6555 -1.0398 0.8003 -0.954 -0.710 -0.467
C -3.2318 1.8205 -2.0129 0.625 0.518 1.083
H 3.2159 -1.1698 1.2988 -0.205 0.177 -0.445
C 0.6669 -2.4511 3.0119 0.885 1.383 -0.142
C -2.7916 4.0269 -0.2564 0.059 -0.561 0.193
C -3.2675 0.7840 -2.9533 -0.767 0.111 -0.690
H 1.0127 -5.7547 2.2802 0.085 0.357 -0.054
```
Forces are in eV/Å.

Density functional theory data (wB97M-V/def2-TZVPD) for a gas-phase ion, C24H30N3 (charge +1).

The calculation puts the HOMO-LUMO gap at 7.31 eV. As for the charge: +1. As for the LUMO energy: -2.71 eV. The value obtained for the HOMO energy is -10.02 eV. As for the SMILES: Cc1ccc([C@@H](CC2=[N+](C)CCN2C)c2c(C)n(C)c3ccccc23)cc1. For the relative energy (zero: lowest compared OMol25 entry of this formula, charge and spin), the calculation gives 16.5 kcal/mol.

Structure (XYZ):
```
57
Properties=species:S:1:pos:R:3:forces:R:3
C 3.9245 1.6925 -1.7875 0.911 0.421 -0.105
C -3.5288 -1.6058 -0.9997 0.081 0.026 0.098
H -0.2019 0.1652 -1.2368 -0.248 0.200 -0.377
C -2.4083 -1.2564 -0.2668 -0.135 -0.200 -0.181
H 3.9239 0.4947 -3.5963 -0.364 -0.093 0.092
H 0.5906 -0.8082 -3.1727 0.258 0.098 0.163
H -3.9983 3.7429 1.4639 -0.057 -0.480 0.025
C -4.7332 -0.8717 -0.8831 0.724 -0.176 0.165
N 2.6732 1.9410 -1.1127 -1.063 -0.730 0.685
C 0.3648 0.8648 -0.6335 0.151 0.632 -0.642
C 1.8974 -1.0716 0.9202 -0.074 -0.298 -0.582
H 0.5926 1.2279 1.4482 0.022 -0.442 0.356
H 1.7374 2.9817 0.4443 0.174 -0.017 -0.131
H -5.3103 2.5499 1.2725 0.325 0.063 0.204
H 1.5296 -5.1712 -0.5107 0.274 0.113 0.267
H 1.6708 -1.8441 -2.1954 -0.030 0.227 -0.099
H -0.5373 2.3632 3.0780 -0.077 0.281 0.134
C -1.4473 0.6326 1.2237 -0.093 0.371 -0.125
C 1.7782 0.9609 -1.3121 0.137 0.020 -0.213
H -1.4543 3.6854 2.3185 -0.064 -0.121 0.183
H -5.7268 0.8044 0.0620 -0.069 -0.181 -0.151
C 3.6603 0.4098 -2.5374 0.801 -0.369 -0.324
C 0.5401 -0.9619 1.1752 0.216 0.864 0.493
H -0.0228 1.8983 -0.7226 -0.152 -0.564 -0.305
H 2.2238 3.9996 -0.9321 0.077 -0.381 0.039
C -2.0923 1.6795 1.8997 -0.110 -0.865 -1.746
H 4.7362 1.5820 -1.0547 -0.242 0.087 -0.106
H -3.4467 -2.4511 -1.6829 -0.279 0.168 0.179
H 4.2103 2.5064 -2.4610 -0.254 0.086 0.146
H 3.2052 -4.6622 -0.1667 -0.336 -0.069 0.170
H -0.1533 -4.2770 1.4720 -0.076 0.134 0.075
C -4.8186 0.2199 -0.0322 -0.435 -0.027 0.043
N -3.4193 1.6926 1.5014 -0.439 -0.480 0.255
C 1.6777 -3.4520 0.7686 0.525 -0.131 -0.570
H 4.2533 -0.4199 -2.1254 -0.252 0.056 -0.085
H -1.2024 -2.0887 1.9480 0.518 0.278 -0.255
C 2.4529 -2.2978 0.6236 0.164 -0.144 0.366
C -2.4850 -0.1495 0.5828 0.211 1.122 -0.382
C -1.5410 2.7062 2.8106 0.526 0.245 -0.001
C 1.6328 -0.9830 -2.8810 -0.395 -1.199 -0.334
H -4.5721 2.8232 2.8756 0.001 -0.077 -0.373
C -0.1734 -2.1128 1.5686 -0.013 0.238 -0.603
C 0.3992 -3.3596 1.2984 0.144 0.495 0.407
H -1.4811 -1.8411 -0.2984 -0.575 0.297 -0.393
H -5.5711 -1.1972 -1.4754 -0.255 0.145 -0.014
C -4.3681 2.7556 1.7943 -0.093 0.179 0.378
H -2.1085 2.8364 3.7438 0.048 -0.143 -0.365
C -3.7000 0.5726 0.7116 1.377 0.227 0.109
H 2.2492 -5.5211 1.0700 0.012 0.216 -0.233
C 2.5029 3.1229 -0.3235 0.015 0.835 0.676
H 3.4583 3.3599 0.1681 -0.356 -0.099 -0.034
C 0.0363 0.4714 0.8762 -0.130 -0.410 1.488
H 2.4643 -0.1449 0.8435 0.145 -0.225 -0.124
H 3.4824 -2.3349 0.2730 -0.103 -0.269 0.144
N 2.2491 0.1791 -2.3105 -0.940 0.248 1.139
H 2.1851 -1.2703 -3.7933 -0.234 0.285 0.427
C 2.2000 -4.7687 0.2682 0.107 -0.466 -0.054
```
Forces are in eV/Å.

Density functional theory data (wB97M-V/def2-TZVPD) for 2 unconnected molecules or ions with the total composition C24H30N3O.

The calculation puts the HOMO-LUMO gap at 5.72 eV. As for the charge: +1. As for the LUMO energy: -4.58 eV. The value obtained for the HOMO energy is -10.29 eV. For the relative energy (zero: lowest compared OMol25 entry of this formula, charge and spin), the calculation gives 3.4 kcal/mol.

Structure (XYZ):
```
58
Properties=species:S:1:pos:R:3:forces:R:3
H 3.9026 -3.1229 1.8626 0.196 0.021 -0.194
N 2.5922 -1.3770 -0.4546 1.554 0.516 -1.618
H 0.7513 -5.9783 -0.5370 -0.009 0.226 -0.230
C -0.9238 3.4658 -5.0636 0.062 -0.002 -0.340
H -1.8355 -0.5386 -0.2299 0.099 -0.022 -0.011
C -0.9079 0.6839 -2.4824 -0.284 -0.067 0.530
H -0.0623 0.9644 -4.4428 -0.165 0.064 0.271
H -2.2613 -0.5875 2.4860 0.056 0.104 -0.023
C -1.6459 1.0897 1.0933 -0.102 0.271 -0.818
H 0.2662 5.5137 3.3655 -0.117 -0.325 -0.075
H 2.7065 -4.4770 0.3951 -0.011 0.159 -0.221
H 0.2745 5.4381 0.8866 -0.041 -0.271 0.208
C 3.4364 -1.3441 0.6952 0.024 0.080 1.003
C 3.1925 -3.6526 -0.1370 0.177 0.064 -0.144
H 4.2233 -0.5867 0.5885 -0.046 -0.179 0.055
C -1.1154 2.4619 2.8796 0.403 0.264 -0.727
C 0.5509 -5.1315 -1.2136 0.155 0.095 0.073
H -1.0430 -0.0808 4.9329 -0.057 0.412 -0.147
C -1.2219 2.6712 -3.8318 0.055 -0.150 0.212
H -1.4111 -3.1668 0.7067 -0.034 -0.385 -0.136
C -0.1104 4.5896 1.4534 -0.132 -0.420 0.009
N 0.0978 -3.9725 -0.4529 -0.128 -0.039 -0.024
H -0.3365 2.8678 -5.7635 -0.068 0.146 0.004
C -0.6067 3.5370 3.5940 0.043 0.290 -0.236
C -1.7334 0.5420 -0.1774 -0.258 -0.170 1.212
H 5.0653 -2.7833 0.5496 -0.186 -0.088 0.187
H -0.2436 -5.4322 -1.9117 0.247 0.073 0.126
H 3.8468 -4.0773 -0.9038 -0.133 -0.070 0.160
C -0.1157 4.6288 2.8555 -0.311 -0.414 0.056
C -1.6484 1.2537 -1.4129 0.109 0.652 -1.411
C -0.6767 1.3926 -3.6490 -0.027 0.096 -0.027
H 2.1167 -2.8771 -1.8989 0.281 0.212 0.060
C -2.2624 2.5143 -1.6491 0.296 -0.147 0.237
H -0.6051 3.5105 4.6811 0.132 0.246 -0.228
H -0.5408 3.4135 -0.3201 0.062 0.258 0.189
H -2.6810 0.5908 5.0217 0.285 0.241 -0.089
N -1.5599 1.2222 3.3558 -0.868 -1.488 -1.425
H -0.4902 -0.3121 -2.3323 -0.002 0.213 -0.131
H 1.9590 -0.6000 -0.5844 -0.051 -0.560 0.144
C -1.6422 0.8230 4.7479 -0.175 -0.280 0.545
C -1.8946 0.4171 2.3183 0.878 0.939 1.043
H -1.8426 3.7850 -5.5670 0.103 -0.075 0.094
H -0.3549 4.3751 -4.8346 -0.091 -0.187 0.068
C -1.1437 2.4156 1.4658 0.070 0.038 0.849
H -1.2721 1.6442 5.3645 -0.119 -0.290 -0.040
C 0.7633 -2.8126 -0.2677 -0.405 -0.761 0.223
C -2.0481 3.2030 -2.8359 -0.077 -0.187 0.331
H 1.4623 -4.9031 -1.7820 -0.382 -0.129 0.221
C -1.1862 -4.1074 0.1970 -0.306 -0.297 -0.008
H -2.4987 4.1854 -2.9936 0.046 -0.331 0.107
O 0.2371 -1.8830 0.3513 0.122 0.053 -0.215
C 2.1907 -2.6981 -0.8170 -1.327 0.586 0.611
C -0.5940 3.4699 0.7605 0.216 0.625 -0.018
C 4.0077 -2.7763 0.8308 0.041 0.443 -0.017
H 2.8604 -1.0869 1.6078 0.189 -0.074 -0.155
H -2.8870 2.9555 -0.8714 0.132 -0.126 -0.200
H -1.1466 -4.9291 0.9256 -0.123 0.141 -0.133
H -1.9537 -4.3306 -0.5545 0.001 0.009 0.215
```
Forces are in eV/Å.

Which value of relative energy (zero: lowest compared OMol25 entry of this formula, charge and spin) does entry 2 give?
11.6 kcal/mol